{
  "formula": "C37H63F7O16PS8",
  "method": "the ωB97M-V functional and the def2-TZVPD basis",
  "symbols": ["C", "H", "C", "H", "C", "O", "S", "O", "C", "C", "H", "S", "O", "C", "C", "S", "H", "H", "C", "H", "H", "C", "H", "H", "O", "H", "H", "O", "O", "O", "F", "H", "H", "H", "H", "C", "C", "O", "H", "H", "H", "H", "H", "C", "H", "C", "C", "H", "O", "H", "H", "H", "H", "H", "H", "C", "C", "H", "H", "S", "H", "C", "H", "C", "O", "H", "H", "F", "H", "H", "H", "H", "S", "C", "H", "H", "O", "C", "H", "P", "H", "H", "F", "H", "H", "O", "H", "H", "C", "S", "C", "H", "O", "C", "C", "O", "C", "H", "C", "H", "H", "H", "C", "C", "H", "C", "S", "C", "F", "C", "H", "H", "C", "H", "H", "C", "H", "H", "C", "F", "C", "C", "H", "O", "F", "H", "H", "S", "H", "F", "C", "O"],
  "xyz": [[-10.191035, -1.914390, -5.189488], [4.100394, -4.372865, 0.359614], [7.774283, 3.860137, -1.686006], [-7.647237, -0.756084, -5.096515], [-7.917877, -1.533266, -4.382329], [3.236621, -6.054783, 2.619461], [8.571871, 6.855442, -0.721976], [-8.792452, -1.520284, -1.900762], [-10.520877, -1.203442, -3.870602], [1.406481, -3.764023, 4.709417], [-4.101757, 1.016610, 3.760168], [-5.979383, -0.405241, 4.108161], [-3.146923, -3.676263, 6.272406], [12.268020, 5.597606, 0.152728], [9.683436, 5.907559, 0.445767], [-9.686666, 2.814733, 2.124819], [-7.669842, 1.190405, 4.452674], [2.856368, -3.169267, 0.107411], [-6.412010, 1.074803, 6.223890], [4.444185, -1.772509, 1.182695], [1.775779, -5.786579, 5.379351], [-3.326988, -3.790976, 3.634756], [7.398682, 4.915393, -7.595484], [2.443863, -2.813083, 3.025047], [7.427232, 7.250474, 0.033732], [8.987863, 3.240723, -3.326185], [-8.911446, -3.448182, -4.354920], [-8.762471, 0.654387, -3.154541], [7.973843, 4.038302, -5.150754], [4.356088, 0.068088, -0.743025], [12.466235, 5.357609, 1.427285], [-7.956684, -0.273426, 5.427862], [8.819725, 4.065541, -8.263436], [5.897492, 2.391999, -5.437181], [8.765786, 5.571277, -3.342389], [2.481380, -3.726957, 3.614728], [-4.629076, -5.570951, 5.141057], [-9.521917, 4.246241, 2.108096], [-8.377094, 2.845356, 0.166655], [-5.202897, -5.350405, 6.037290], [-11.674553, 0.940058, -0.211668], [-6.133177, 0.314708, 6.957434], [-6.995104, 1.838530, 6.735100], [7.053061, 3.482500, -0.548025], [-10.856569, 2.399666, -0.755453], [7.841950, 3.941648, -7.803679], [8.461769, 2.920075, -2.446152], [1.781036, -3.339712, 5.639479], [-1.983598, -5.546376, 5.072399], [6.508223, 4.206344, 0.038804], [0.544912, -3.167093, 4.400885], [4.372630, -2.015107, -3.202208], [5.172226, 1.829886, -8.026171], [-7.753085, 1.655934, 1.347709], [2.966873, -1.712201, -2.142241], [4.026980, -3.549625, -1.659162], [-8.821473, -2.585432, -5.018261], [-0.155546, -5.364685, 3.041483], [-10.964659, -2.635373, -5.447904], [2.135692, -5.126949, 2.538271], [-3.784844, -2.826938, 3.850528], [0.978615, -5.226116, 4.883626], [-11.043647, -1.858461, -3.176324], [0.757921, -5.766064, 3.478236], [9.127743, 2.163825, -6.339622], [8.991478, 0.887900, -2.697758], [-2.359578, -3.654929, 3.153695], [10.145164, 6.844446, 1.258722], [-11.778976, 1.712429, 2.059119], [-4.713370, -4.166412, 2.005506], [-3.743020, -5.564285, 2.476394], [-3.882418, -0.071241, 5.154796], [-8.941581, -0.776384, -3.125571], [7.775295, 1.198983, -0.930223], [-6.006969, -4.286577, 4.081030], [6.521522, 1.838391, 0.678897], [6.358648, -1.229320, -1.531442], [-11.256902, 2.373746, 1.370234], [-11.836077, 3.281015, 1.218901], [7.868322, 5.510747, -2.273041], [6.641887, 6.019353, -2.722983], [3.241377, -4.165200, -2.093090], [10.735296, 5.283072, -1.604367], [-5.417092, 2.548465, 4.999570], [-4.415996, 1.961102, 6.320817], [9.334035, 7.884534, -1.349390], [0.754675, -6.851803, 3.420073], [-5.969329, -5.935037, 3.465609], [-5.351672, -5.129864, 3.860915], [8.028024, 3.084876, -6.247286], [-5.150893, 1.660266, 5.575677], [7.423097, 2.175637, -8.969751], [-5.805526, -1.745952, 4.619472], [3.975252, -2.121684, -2.195128], [-7.207773, 0.438112, 5.088768], [1.661458, -4.645448, 1.260618], [6.484697, 2.171164, -6.325575], [-9.623294, 0.141143, 0.893441], [-10.908442, 1.667997, 0.053574], [-9.129560, 0.666289, -0.715255], [0.077199, -5.312771, 5.482579], [5.138884, 3.474497, -7.407597], [4.831847, -2.320959, 0.327148], [-4.578162, 0.589257, 4.639069], [4.988323, -4.005043, -1.908280], [3.878001, -3.433066, -0.137086], [4.990770, -1.191147, -1.057166], [-9.535693, 1.006880, 0.233242], [12.466082, 6.863782, -0.134964], [-4.279711, -4.690666, 2.855482], [-10.140113, -1.184113, -5.999215], [6.736189, 1.112635, -6.347841], [-8.646486, 2.064635, 0.877834], [-8.419054, -2.932773, -5.968365], [-4.366128, -6.627025, 5.118345], [10.844122, 5.141374, -0.272848], [6.481828, 3.583890, -9.458650], [-7.024906, -1.944270, -3.917505], [6.890490, 3.054155, -8.600648], [8.953332, 5.068231, 1.160392], [5.792061, 2.625385, -7.617553], [8.456407, 1.587492, -2.076421], [5.824863, -2.706044, 0.554114], [-6.228617, -0.180500, 2.704614], [10.743574, 3.853981, 0.041299], [3.481023, -3.864876, 4.023188], [-11.092923, -0.291707, -4.022600], [-3.099987, -4.631573, 5.196298], [7.797793, 0.168735, -0.635942], [13.120590, 4.863662, -0.551232], [7.072064, 2.151026, -0.194495], [-9.539789, 2.068634, 3.353275]],
  "forces_ev_per_a": [[0.061, 0.007, -0.005], [-0.015, -0.009, 0.045], [-0.101, -0.001, 0.036], [-0.008, 0.043, 0.039], [0.043, -0.207, -0.211], [0.107, 0.078, -0.276], [-0.496, 2.090, 0.207], [0.017, 0.107, 0.099], [-0.202, -0.107, -0.255], [-0.035, -0.048, -0.036], [-0.022, -0.109, -0.068], [-0.144, 0.380, 0.119], [0.296, -0.077, 0.106], [-0.047, -0.496, -0.726], [0.294, -0.459, -0.090], [0.082, -0.009, -0.406], [-0.087, -0.010, -0.064], [-0.076, 0.019, 0.010], [0.124, -0.084, -0.005], [0.071, 0.114, -0.037], [0.017, -0.012, -0.054], [0.008, 0.037, -0.291], [0.017, -0.002, 0.047], [0.058, -0.061, -0.093], [-0.310, -0.802, 0.168], [0.166, -0.081, -0.157], [0.033, 0.000, 0.002], [0.024, 0.007, 0.231], [0.067, 0.179, 0.051], [0.320, 0.174, -0.066], [-0.072, 0.109, 0.662], [0.023, -0.089, -0.132], [0.061, -0.017, 0.126], [0.104, -0.023, 0.070], [-0.041, 0.110, 0.076], [-0.049, 0.257, 0.215], [-0.292, -0.118, -0.130], [0.033, -0.003, 0.231], [-0.020, 0.039, 0.028], [0.114, 0.012, 0.075], [-0.012, 0.010, 0.008], [-0.020, 0.003, 0.006], [-0.022, -0.003, -0.017], [0.094, -0.054, -0.243], [0.021, 0.002, 0.007], [-0.086, 0.073, -0.226], [0.264, -0.152, -0.015], [0.004, 0.018, -0.008], [-0.180, 0.063, 0.060], [-0.082, 0.047, 0.091], [-0.007, -0.019, -0.004], [0.058, 0.123, 0.040], [0.000, -0.009, 0.014], [-0.033, 0.047, 0.103], [0.015, 0.049, 0.031], [0.131, -0.003, 0.101], [-0.086, 0.014, 0.058], [0.007, -0.007, -0.027], [-0.010, 0.008, 0.004], [-0.470, -0.040, 0.358], [-0.039, -0.035, 0.077], [0.268, 0.049, 0.187], [0.079, 0.016, 0.076], [-0.094, -0.045, 0.248], [0.113, 0.064, 0.251], [0.039, -0.218, 0.062], [0.055, -0.029, 0.114], [0.141, 0.468, 0.024], [0.080, 0.018, 0.078], [-0.005, 0.026, 0.016], [0.019, 0.023, -0.016], [-0.075, -0.088, -0.013], [-0.007, -0.091, -0.388], [0.294, 0.557, -0.319], [0.054, 0.033, 0.006], [-0.065, -0.037, 0.077], [-0.072, 0.109, -0.025], [-0.233, -0.118, -0.232], [0.041, 0.050, 0.124], [-0.018, -0.945, -0.455], [0.097, 0.330, 0.264], [-0.010, 0.006, 0.005], [-0.207, 0.060, -0.409], [-0.023, -0.014, -0.008], [0.015, -0.007, -0.011], [0.516, -0.485, -0.311], [0.061, 0.004, -0.113], [0.019, -0.023, 0.017], [-0.042, 0.069, -0.011], [-0.233, -0.011, -0.313], [-0.057, 0.023, -0.001], [0.024, 0.023, -0.018], [0.022, -0.173, -0.207], [-0.110, -0.229, -0.137], [-0.038, 0.154, 0.247], [-0.010, -0.212, -0.020], [-0.334, -0.020, -0.080], [0.054, -0.004, -0.002], [0.067, 0.011, -0.005], [0.036, 0.049, 0.124], [0.083, -0.022, -0.071], [0.011, 0.003, 0.005], [-0.080, -0.308, 0.171], [0.184, 0.234, 0.144], [-0.014, 0.010, -0.045], [0.303, 0.242, -0.289], [-0.391, -0.400, 0.041], [-0.109, 0.016, 0.057], [-0.012, 0.615, 0.036], [-0.009, -0.108, 0.050], [0.013, 0.009, 0.011], [0.123, 0.025, 0.020], [0.061, -0.196, -0.157], [0.005, -0.005, 0.002], [0.111, 0.028, 0.024], [0.302, 0.147, 0.872], [0.013, 0.009, -0.004], [-0.015, 0.088, 0.107], [-0.032, -0.121, 0.087], [-0.354, -0.190, -0.035], [0.042, 0.073, -0.033], [-0.048, 0.238, 0.074], [0.044, 0.077, -0.079], [0.043, -0.227, -0.060], [-0.125, -0.401, -0.151], [0.011, -0.099, -0.059], [0.039, 0.046, 0.119], [-0.365, 0.179, -0.138], [-0.108, -0.155, 0.145], [0.277, -0.179, -0.207], [-0.160, -0.181, 0.376], [0.032, 0.092, 0.199]],
  "total_charge": 1,
  "relative_energy_kcal_mol": 0.0,
  "gap_ha": 0.2754
}